Entry 1:
11
Properties=species:S:1:pos:R:3:forces:R:3 method="wB97M-V/def2-TZVPD" relative_energy_ev=2.3188 mol_weight_g_mol=83.09 charge=0 gap_ev=10.5
C 0.819928 -0.149847 0.398685 -0.1 -0.4 0.4
H 1.275919 -0.909312 1.011048 1.0 0.2 -0.3
N 0.507722 1.134416 0.923954 0.0 0.3 -0.2
H 0.564069 0.595672 -1.672108 0.1 -0.1 0.2
C 0.337274 -0.274560 -1.046477 -0.1 0.0 -0.2
C -0.576720 0.172525 0.949903 -0.6 -0.1 0.2
H 0.575234 -1.179318 -1.609081 -0.2 0.0 0.2
C -1.054990 -0.290769 -0.382730 -0.6 0.0 -0.2
O -2.064352 -0.869437 -0.690080 0.2 0.2 0.0
H -0.971727 -0.091132 1.927110 -0.1 -0.1 -0.3
H 0.360232 1.810571 0.178206 0.3 0.0 0.1

Entry 2:
11
Properties=species:S:1:pos:R:3:forces:R:3 method="wB97M-V/def2-TZVPD" relative_energy_ev=2.2200 mol_weight_g_mol=83.09 charge=0 gap_ev=11.7 smiles=N#CC[C@H]1CO1
H 0.050030 0.238436 1.360298 -2.2 -0.3 0.2
H -1.232729 1.165875 -1.333627 -0.1 -0.5 0.1
C 0.663353 -0.888906 -0.191269 0.4 0.1 -0.1
H -1.881181 1.588920 0.333545 0.3 0.1 -0.2
C 1.824582 -0.094539 0.186054 1.8 0.2 -0.6
O -1.762977 -0.460331 0.045581 0.3 -0.1 0.8
H 0.716696 -1.843813 0.353422 -0.1 0.2 -0.2
N 2.743797 0.566215 0.408764 -0.7 -0.4 0.1
C -0.440560 -0.053930 0.395355 0.3 0.2 -0.2
C -1.358364 0.862175 -0.291697 0.2 0.4 0.0
H 0.677351 -1.080101 -1.266426 -0.3 0.1 0.1

Entry 3:
11
Properties=species:S:1:pos:R:3:forces:R:3 method="wB97M-V/def2-TZVPD" relative_energy_ev=3.8108 mol_weight_g_mol=83.09 charge=0 gap_ev=9.6 smiles=On1cccc1
C 0.082770 1.094189 -0.121506 2.2 2.8 1.8
H 2.237505 -0.196881 0.683192 2.9 -0.2 1.2
C -0.027098 -1.166745 -0.070227 2.7 1.2 0.3
H -1.748438 1.661939 -0.060032 -2.0 -0.4 0.0
N 0.813573 -0.036562 0.013075 -3.1 0.1 -1.9
H 0.514977 2.220976 0.070167 -0.9 -3.4 -0.9
C -1.210338 0.744793 -0.050142 -0.5 1.4 -1.0
O 2.137929 0.001239 -0.233282 1.0 -0.7 0.3
H -2.018453 -1.531573 -0.160946 0.0 2.3 0.1
C -1.289945 -0.651376 -0.127548 -1.2 -3.9 0.4
H 0.507513 -2.139995 0.057252 -1.2 0.8 -0.5

Entry 4:
12
Properties=species:S:1:pos:R:3:forces:R:3 method="wB97M-V/def2-TZVPD" relative_energy_ev=2.6705 mol_weight_g_mol=99.09 charge=0 gap_ev=8.8
H 1.677322 -2.112529 -0.053827 -1.3 1.8 0.9
H -1.738473 -0.420197 -1.432985 1.3 1.1 0.8
C -1.345967 0.041294 -0.468200 0.0 -0.6 -0.1
O -0.285132 -1.547025 -0.192445 1.5 1.8 0.5
H -2.181273 0.625467 1.105490 0.2 -0.5 -0.5
C 1.522960 0.088059 0.153677 -0.9 -1.9 0.2
H 1.066086 2.167815 0.165289 0.7 1.6 0.3
C 0.713532 1.194496 0.063996 -2.5 -1.6 -0.9
C 0.934541 -1.190021 0.055543 0.5 -2.4 -1.7
N -0.590532 1.108278 -0.181891 1.7 0.9 -1.1
O -2.322739 -0.029048 0.388308 -2.1 -0.6 1.4
H 2.549679 0.073412 0.397044 0.9 0.4 0.1